Record 1
The following is a quantum chemistry calculation of one molecule with the formula C2H4N2O, from the OMol25 dataset.

The geometry in XYZ format:
```
9
Properties=species:S:1:pos:R:3:forces:R:3
O -2.212 -0.821 0.034 0.85 -1.52 0.07
N -3.101 0.268 -0.008 5.54 3.81 -0.77
N -1.087 -0.105 0.097 0.87 -0.21 -0.67
C 0.282 -0.527 0.010 1.47 -4.01 -0.05
C -1.577 1.092 -0.123 -7.99 -3.59 0.26
H 0.856 -0.269 -0.914 -0.67 1.08 0.97
H 0.750 -0.365 1.011 0.10 0.25 -1.15
H 0.435 -1.692 -0.184 -1.19 2.07 0.89
H -1.371 2.028 0.239 1.03 2.12 0.45
```
Forces are in eV/Å.

- Lowest unoccupied orbital energy (spin up / spin down): 0.58 / 0.58 eV
- Electronic energy: -7159.019 eV
- Net charge: 0
- Kohn-Sham gap (spin up / spin down): 8.8 / 8.8 eV
- ΔE to the lowest compared entry with this formula, charge and spin: 172.06 kcal per mole

Results of the Mulliken charge analysis, in e, for atoms 1 through 8: -0.1441, -0.3119, 0.3363, -0.7918, -0.2876, 0.3264, 0.3153, 0.2703



Record 2
The following is a quantum chemistry calculation of C6H4O as an isolated structure, from the OMol25 dataset.

The geometry in XYZ format:
```
11
Properties=species:S:1:pos:R:3:forces:R:3
O 1.203 0.403 -0.088 -0.01 0.01 0.02
C -1.192 2.951 0.553 0.25 -0.60 -0.20
C 0.314 -1.646 -0.113 0.13 0.00 -0.01
C -0.115 0.510 0.245 -0.19 -0.18 -0.04
C -0.670 1.811 0.394 -0.13 0.37 0.21
C -0.706 -0.717 0.239 0.01 0.11 0.02
C 1.441 -0.904 -0.296 0.01 -0.23 -0.01
H -1.200 2.370 -0.593 -0.18 0.42 -0.04
H 2.456 -1.154 -0.567 -0.14 -0.02 0.05
H 0.218 -2.716 -0.217 0.06 0.14 0.01
H -1.750 -0.907 0.443 0.19 0.00 -0.01
```
Forces are in eV/Å.

- Lowest unoccupied orbital energy: 0.57 eV
- Electronic energy: -8329.712 eV
- Net charge: 0
- Kohn-Sham gap: 10.1 eV
- ΔE to the lowest compared entry with this formula, charge and spin: 62.91 kcal per mole

Results of the Mulliken charge analysis, in e, for atoms 1 through 8: -0.2724, -0.8996, -0.3602, 0.3921, 0.2804, -0.3708, -0.3300, 0.2683



Record 3
The following is a quantum chemistry calculation of a 7-piece molecular cluster, C21H28O21 overall, from the OMol25 dataset.

The geometry in XYZ format:
```
70
Properties=species:S:1:pos:R:3:forces:R:3
O -0.842 1.052 0.069 -0.23 0.01 -0.10
O 3.331 -0.408 -2.362 0.05 0.38 -0.19
O 4.522 1.171 -1.311 0.82 1.16 0.22
O 0.067 -3.200 -3.665 0.65 -0.35 -0.92
O -0.866 -1.927 -2.074 0.09 -0.17 -0.17
O 1.657 3.729 2.303 0.03 0.62 0.24
O -3.004 -3.933 1.931 -0.14 0.17 1.24
O 0.935 -2.050 4.657 0.83 0.20 0.00
O -1.027 -1.426 3.876 0.24 0.02 -1.44
O -3.570 -0.007 -5.049 -0.60 0.69 -0.09
O -3.395 -1.751 1.809 0.29 -0.35 0.64
O 3.232 -0.208 -0.154 0.28 0.10 0.53
O 1.678 5.954 1.916 -0.41 0.66 1.23
O 3.478 4.742 1.487 0.19 0.56 0.25
O 0.851 -0.516 2.999 0.15 -0.48 -0.53
O -4.461 -2.989 3.372 0.04 0.01 0.57
O -0.182 3.033 -0.666 1.17 0.02 -0.92
O -2.354 2.653 -0.343 0.48 -0.44 -0.60
O -1.445 -4.067 -2.330 -0.60 0.04 0.54
O -5.765 0.364 -5.297 -0.66 0.27 -0.25
O -4.676 1.149 -3.478 0.01 0.99 -0.16
C -3.665 -2.885 2.502 -0.14 0.15 -1.58
C 3.921 0.520 0.855 1.20 0.36 0.04
C -0.009 -2.581 5.596 0.69 0.22 0.17
C -2.302 -1.983 0.900 -0.17 1.51 0.05
C -1.224 2.245 -0.382 -1.39 0.98 1.75
C 3.677 0.161 -1.373 -0.73 -1.38 -0.27
C 4.760 1.569 0.050 -1.55 -0.57 0.68
C -1.206 -5.120 -3.236 0.61 -0.07 -0.84
C -3.310 1.216 -3.018 -0.08 -3.05 -1.27
C -2.665 0.203 -4.005 1.74 0.10 0.99
C -0.758 -2.963 -2.664 -0.12 0.46 1.10
C 0.331 -1.301 3.720 -0.97 0.52 1.59
C -1.331 -2.339 4.875 -0.15 -1.41 2.58
C -2.136 -3.470 0.920 0.33 -1.03 -1.00
C 2.201 4.748 1.997 0.54 -1.48 -1.08
C 2.623 6.905 1.408 -0.27 -0.86 -0.94
C 3.937 6.102 1.332 -1.40 -0.01 0.26
C 1.031 2.258 -0.669 -0.19 -0.69 1.03
C -0.283 -4.445 -4.281 -0.70 -0.30 -0.75
C -4.777 0.528 -4.674 0.93 -0.62 0.35
C 0.562 0.894 -0.121 -0.25 -0.44 -1.17
H 4.551 6.365 2.188 0.55 -0.10 -0.33
H -1.733 -3.335 4.661 -0.30 0.49 -1.26
H 4.632 -0.093 1.409 -0.37 -0.52 -0.06
H 0.563 -5.042 -4.614 0.41 0.23 0.70
H 2.213 7.087 0.414 0.39 0.68 0.01
H 0.613 0.154 -0.924 0.61 -0.30 0.49
H 4.348 6.234 0.338 0.65 -0.13 0.23
H -2.445 -3.986 0.007 0.21 0.29 -0.05
H 1.464 2.142 -1.661 -0.16 0.37 -0.11
H -0.797 -4.223 -5.219 -0.29 0.16 0.20
H 1.022 0.594 0.814 -0.09 -0.10 -0.09
H -2.422 -0.742 -3.515 -0.38 -0.04 0.02
H -1.405 -1.462 1.241 -0.16 -0.03 0.31
H -1.104 -3.753 1.151 -0.15 -0.06 0.02
H -0.006 -2.068 6.563 0.47 0.46 -0.31
H -2.566 -1.484 -0.031 -0.06 -0.53 -0.20
H -2.158 -5.437 -3.660 0.11 -0.08 0.02
H -3.285 0.651 -2.094 0.04 1.09 0.71
H 1.749 2.660 0.045 -0.08 0.53 -0.26
H 0.347 -3.584 5.825 -0.59 -0.27 -0.38
H -2.776 2.155 -3.074 -0.79 0.51 0.34
H -0.707 -5.955 -2.742 -0.14 0.10 0.15
H 4.309 2.530 0.291 0.41 0.38 -0.61
H 3.223 0.955 1.565 -0.14 0.10 -0.15
H -1.993 -1.894 5.618 -0.33 0.19 -0.47
H 2.690 7.794 2.026 -0.25 -0.03 0.05
H -1.686 0.580 -4.314 -0.26 0.04 -0.66
H 5.818 1.534 0.274 0.09 0.05 -0.11
```
Forces are in eV/Å.

- Lowest unoccupied orbital energy: 0.29 eV
- Electronic energy: -65227.800 eV
- Net charge: 0
- Kohn-Sham gap: 10.8 eV
- ΔE to the lowest compared entry with this formula, charge and spin: 25.65 kcal per mole

Results of the Mulliken charge analysis, in e, for atoms 1 through 8: -0.2857, -0.5497, -0.3615, -0.3255, -0.3853, -0.5271, -0.3816, -0.3754



Record 4
The following is a quantum chemistry calculation of C25H41BClF9N4O7S3 as an isolated structure, from the OMol25 dataset.

The geometry in XYZ format:
```
91
Properties=species:S:1:pos:R:3:forces:R:3
Cl -3.766 -4.043 1.380 0.06 -0.23 0.23
S 1.445 -7.660 0.061 -0.60 -0.70 -0.50
S -1.025 4.042 1.170 0.22 -0.64 -0.65
S -3.008 0.376 3.380 -1.32 1.19 0.32
F -0.005 -5.757 -1.045 0.10 0.27 0.41
F 1.620 -8.790 1.142 -0.05 0.02 0.08
F 3.415 -5.601 -1.810 0.12 -0.41 0.15
F 2.984 -7.336 0.198 0.26 0.17 0.14
F 1.225 -6.823 -2.432 0.07 -0.03 0.06
F -0.088 -8.041 -0.074 -0.06 -0.01 0.05
F 1.772 -4.227 -2.098 -0.09 -0.11 -0.10
F 1.775 -8.721 -1.062 0.22 -0.01 0.00
F 1.077 -6.650 1.223 0.18 0.35 0.20
O 1.794 0.058 -2.011 -0.27 -0.24 0.46
O -3.500 -1.873 0.025 -0.71 0.41 -1.15
O 4.688 -0.766 0.895 0.09 -0.05 0.07
O -3.354 5.489 -1.056 0.00 -0.01 -0.09
O -4.272 -0.112 2.893 0.40 -0.99 -0.28
O 0.526 2.009 -2.385 -0.19 -0.63 -0.24
O -3.086 1.658 4.017 0.69 0.02 0.06
N -5.537 5.924 0.794 0.21 0.16 -0.04
N -1.763 2.924 2.014 -0.40 0.28 0.73
N -0.289 3.107 0.072 0.10 0.81 0.13
N 4.177 2.029 0.347 -0.15 -0.21 0.19
C 4.865 0.212 1.905 -0.14 0.10 0.17
C -3.079 -2.487 0.927 0.49 0.19 0.70
C -5.595 6.454 -0.571 0.01 -0.33 -0.02
C 6.544 1.858 0.878 0.11 0.07 0.09
C -1.452 -0.660 1.303 -0.04 0.50 0.47
C -2.356 -0.724 4.638 -0.09 -0.20 0.00
C -1.467 1.733 1.507 0.25 0.44 -0.30
C -0.604 1.853 0.358 -0.31 -1.10 0.15
C 2.296 -5.150 -1.220 -0.35 1.04 0.20
C -1.886 -2.031 1.742 -0.01 -0.34 -0.27
C -0.372 1.245 -4.525 0.17 -0.31 0.35
C 1.316 -2.176 -0.013 -0.18 -0.90 0.05
C -4.200 6.614 -1.195 0.01 0.26 0.09
C -6.541 5.586 -1.395 -0.11 0.07 -0.08
C -3.559 4.454 -1.998 0.12 -0.12 0.17
C 1.429 -3.591 0.621 0.12 0.72 0.38
C -1.894 0.456 1.978 0.55 -0.39 -0.14
C -0.113 -1.820 -0.513 0.79 0.45 0.36
C 5.883 -1.279 0.336 -0.15 -0.02 -0.12
C -0.634 1.964 -3.208 -0.28 0.45 -0.23
C -0.163 0.670 -0.344 0.04 0.40 0.24
C -0.585 -0.538 0.154 -0.15 -0.34 -0.46
C 2.589 -4.420 0.068 0.05 0.18 0.21
C 1.216 -6.265 -1.212 0.05 -0.61 -0.74
C 5.125 1.638 1.393 0.13 -0.16 -0.27
B 0.751 0.884 -1.629 0.11 0.53 -0.15
H -4.980 5.073 0.776 -0.11 -0.07 0.01
H 2.984 -5.075 0.836 -0.05 -0.32 -0.12
H 4.980 2.308 2.245 -0.06 -0.05 0.05
H -7.568 5.735 -1.064 0.02 -0.01 0.05
H 3.924 0.221 2.462 -0.03 -0.02 -0.05
H 6.749 2.925 0.794 -0.04 0.00 -0.03
H -1.113 -2.769 1.546 0.17 -0.09 0.20
H 6.691 1.426 -0.112 -0.05 -0.05 0.00
H -4.312 3.744 -1.650 -0.07 0.01 -0.11
H 6.681 -1.345 1.081 0.02 0.04 0.01
H -3.689 7.426 -0.671 0.04 -0.05 0.03
H -6.032 7.456 -0.521 0.07 0.04 0.00
H -4.999 6.558 1.378 -0.11 0.04 0.04
H 4.190 1.301 -0.364 0.03 0.09 -0.10
H 1.655 -3.431 1.674 -0.04 -0.20 0.17
H -3.847 4.850 -2.976 -0.05 0.01 0.00
H 2.037 -2.136 -0.816 -0.03 0.27 -0.27
H -1.474 1.487 -2.693 0.01 -0.05 0.18
H 0.473 -4.107 0.601 0.02 -0.23 -0.15
H -0.528 0.172 -4.404 -0.15 -0.11 -0.13
H -4.269 6.910 -2.250 -0.07 -0.07 -0.02
H -0.768 -2.651 -0.298 -0.22 -0.07 -0.24
H -6.490 5.841 -2.456 0.01 -0.01 0.00
H -2.268 -0.125 5.535 0.09 0.21 0.01
H 6.217 -0.674 -0.510 0.11 0.01 0.04
H -0.102 -1.698 -1.591 -0.14 0.00 -0.13
H -1.405 -1.180 4.395 0.15 0.06 -0.07
H -2.095 -2.106 2.795 -0.26 -0.08 0.15
H 3.234 1.981 0.727 -0.02 0.17 -0.03
H 7.283 1.426 1.556 0.00 -0.01 -0.01
H 5.671 -2.282 -0.036 -0.03 0.00 0.03
H 1.514 -0.601 -2.654 0.31 0.01 -0.18
H -0.951 2.986 -3.401 0.20 0.20 0.04
H -6.321 4.524 -1.286 0.06 0.00 0.02
H 1.657 -1.449 0.717 -0.01 0.20 0.04
H 0.662 1.359 -4.834 0.10 0.31 -0.06
H -1.025 1.621 -5.305 -0.13 -0.07 -0.14
H 5.648 -0.105 2.607 0.07 0.02 -0.06
H 3.400 -3.731 -0.163 0.13 0.03 -0.15
H -3.118 -1.479 4.805 -0.02 -0.18 -0.10
H -2.616 3.916 -2.102 0.02 0.06 0.03
```
Forces are in eV/Å.

- Lowest unoccupied orbital energy: -1.13 eV
- Electronic energy: -117043.274 eV
- Net charge: 0
- Kohn-Sham gap: 8.0 eV
- ΔE to the lowest compared entry with this formula, charge and spin: 0.00 kcal per mole

Results of the Mulliken charge analysis, in e, for atoms 1 through 8: -0.2135, 1.4545, 0.1085, 1.7409, -0.1926, -0.2958, -0.3413, -0.3122